C4H9O2 | ωB97M-V with the def2-TZVPD basis set

XYZ file:
```
15
C4H9O2, DFT ωB97M-V with the def2-TZVPD basis set
O -2.0473 1.7789 2.6277
C 0.3733 -1.2807 -1.6192
C 0.8145 -0.0578 -2.3253
O -1.6096 0.7954 0.6906
H -0.2247 -1.9073 -2.3526
H 0.7041 0.4830 1.7902
H 0.2702 0.7125 -1.7259
C -1.4259 1.1026 1.8218
H -0.1916 -1.0093 -0.7787
H 1.8440 0.1902 -2.2702
C -0.0984 0.5806 2.4836
H 0.0701 1.0835 3.3842
H 1.2167 -1.9682 -1.3696
H -0.3221 -0.2839 2.9698
H 0.6267 -0.2196 -3.3264
```

Output
ΔE to the lowest compared entry with this formula, charge and spin (kcal/mol): 30.4
Total charge: -1
E (eV): -8389.1739
Gap between HOMO and LUMO (eV): 7.5

C22H23ClN4O2 | ωB97M-V with the def2-TZVPD basis set

XYZ file:
```
52
C22H23ClN4O2, DFT ωB97M-V with the def2-TZVPD basis set
H -0.8287 2.2121 -0.1488
Cl 2.3375 -1.8538 1.2751
N -0.2339 -1.8644 1.2620
H 2.6578 -0.8468 -1.3852
C -1.4674 -1.5602 0.8128
C 1.3707 2.0000 1.4813
H -6.4751 -0.7476 1.0904
C 2.1251 2.1615 0.1469
C 0.3147 3.0973 1.4409
C -3.8558 -1.7749 1.0515
N 2.7372 0.9164 -0.3155
N 6.3577 -2.1474 0.4989
C -2.9635 -0.4737 -0.7735
C 1.1356 2.8534 -0.8121
H -8.5600 -0.9037 -0.2611
H -6.4623 -2.2065 0.0587
C 5.3761 -2.1874 -1.6521
H 6.8666 -3.5632 -0.8942
H 0.9549 2.2881 -1.7216
O 4.5480 1.4712 0.9076
H 0.7688 4.0637 1.6636
N 4.6219 -1.1272 -1.4039
H 1.7322 0.4718 -2.0900
C -0.1544 3.0589 -0.0107
C 0.7448 -0.5399 -0.4963
H -7.6007 -0.9230 -1.7498
H 5.2738 -2.6214 -2.6374
C 6.2451 -2.7002 -0.7007
C -1.6618 -0.7515 -0.3401
C 3.9819 0.6825 0.1647
O -5.2719 -0.6431 -0.5899
C 1.9958 -0.0130 -1.1443
C 5.6106 -1.0893 0.7474
H -0.4953 2.9218 2.1471
H -2.4305 -2.6731 2.3636
H 5.7068 -0.6310 1.7209
H 2.0484 2.0852 2.3284
H -4.7021 -2.1709 1.5903
C 4.7225 -0.5692 -0.2009
H 1.5461 3.8188 -1.1089
H 0.8865 1.0247 1.5275
C -6.4449 -1.1081 0.0531
C 0.7969 -1.3867 0.6419
H 2.9741 2.8304 0.3204
C -2.5920 -2.0609 1.4909
H -3.1264 0.1401 -1.6460
C -7.6359 -0.5690 -0.7233
H -7.6128 0.5172 -0.7308
C -0.5048 -0.2553 -0.9821
H -0.6793 3.9661 -0.3067
C -4.0569 -0.9730 -0.0923
H -0.6215 0.3543 -1.8676
```

Output
ΔE to the lowest compared entry with this formula, charge and spin (kcal/mol): 11.2
Structure (SMILES): CCOc1ccc2nc(Cl)c(CN(C(=O)c3cnccn3)C3CCCC3)cc2c1
E (eV): -45765.6029
Gap between HOMO and LUMO (eV): 8.4

C6H32B2O8 | ωB97M-V with the def2-TZVPD basis set

XYZ file:
```
48
C6H32B2O8, DFT ωB97M-V with the def2-TZVPD basis set
C -3.5897 -0.7087 0.3334
H 0.0972 -0.3923 -0.6345
H -0.9296 3.6842 -1.8073
H 3.1400 -3.3934 0.2933
C 1.6881 2.1697 2.1394
H 1.0615 2.5649 -3.5258
H -1.2263 3.5182 -0.0515
H 1.0415 -3.3897 1.0560
C 2.7011 2.2516 1.0550
H 0.0337 2.7027 1.3640
H 0.8883 -2.5274 -1.0779
H 2.3237 2.8022 0.1933
H -1.3973 -0.2331 -0.1919
H 0.4538 1.3241 -2.7104
H 2.4275 -0.1949 -2.3551
H 1.4632 0.8936 -1.3321
O -0.4889 -0.2720 0.1162
H -0.6057 -4.7165 -0.0233
H 1.6238 -4.9312 1.1008
H 1.5044 3.0121 2.8062
H -4.5327 -1.1776 2.1085
H -0.7462 2.1934 -0.9515
H 3.3790 2.9875 1.4874
H -3.0788 -1.6627 0.2032
C 1.4158 -4.1496 0.3700
B -0.5840 3.2577 -0.8784
H -3.3447 1.2236 -0.1570
O 0.0079 -2.9081 -1.1170
H 0.4443 -4.9841 -1.3878
H -4.6211 -0.7626 -0.0150
O -2.6004 -1.1337 2.5836
B 1.5537 -0.1060 -1.7283
H -3.9549 0.4273 2.2021
H -2.8573 -1.3450 3.4842
C 0.2050 -4.2704 -0.5994
H -0.2915 0.5029 0.6475
H 0.6654 -0.4276 -2.2496
H 1.9266 1.3097 2.7652
O 3.2338 0.9833 0.6636
O 0.4525 1.8636 1.5695
C -3.6740 -0.5619 1.8407
O -2.8651 0.3928 -0.1930
H 0.4568 3.4993 -0.7286
H 0.0567 2.6724 -2.3345
H 1.6608 -0.8464 -0.9507
O 0.2827 2.1738 -3.1231
H 2.6476 0.5624 0.0305
O 2.5515 -3.8785 -0.2899
```

Output
Total charge: +1
E (eV): -24454.6156
Spin multiplicity: 2
Gap between HOMO and LUMO (spin up / spin down) (eV): 9.9 / 3.1
Expectation value of S²: 0.7552

C5H9NO | ωB97M-V with the def2-TZVPD basis set

XYZ file:
```
16
C5H9NO, DFT ωB97M-V with the def2-TZVPD basis set
O 2.3558 -1.2290 1.0752
C 0.4289 1.4450 0.2458
C -0.4543 -0.1541 -0.8764
C -1.1169 -1.0659 0.2548
H -0.9551 1.9965 -1.4568
H 2.7361 -2.0900 0.8497
H -2.1616 -0.8003 0.3567
H -1.8152 1.3388 -0.0647
C -0.8657 1.3052 -0.6074
H 0.3257 1.8214 1.2647
H -0.3295 -0.4679 -1.9298
H 1.1613 2.0419 -0.2996
C 0.8057 -0.0101 -0.1065
H -0.6932 -0.9655 1.2858
N 1.5300 -1.0468 -0.0224
H -0.9520 -2.1192 0.0309
```

Output
ΔE to the lowest compared entry with this formula, charge and spin (kcal/mol): 101.4
Structure (SMILES): C[C@H]1CC/C1=N\O
E (eV): -8864.8174
Gap between HOMO and LUMO (eV): 9.9

CH30O18 | ωB97M-V with the def2-TZVPD basis set

XYZ file:
```
49
CH30O18, DFT ωB97M-V with the def2-TZVPD basis set
H -1.4336 -3.2922 -0.3101
O -2.7775 2.0432 2.3437
H 1.9804 0.0919 1.2276
O -1.1231 -0.3708 -0.8945
O 0.1875 3.5960 1.1322
H 0.6482 0.6126 3.5122
O 2.7781 -0.7464 -1.9136
H 2.0520 -0.4362 -1.3444
O 0.1632 -2.2103 -2.1104
H 0.0742 -3.0131 -1.5919
O -0.1794 0.8430 -3.2188
H 0.7751 0.7267 -3.4081
O -0.8408 0.8386 0.9502
H -2.4285 3.2922 -0.4087
H 1.4900 1.6058 -0.5590
H -2.2766 -0.8455 -2.3717
H -2.5310 -0.2465 -0.2852
O 2.5997 -0.0392 1.9278
O -2.8088 -0.8576 -3.1563
O -0.2129 -1.5272 2.3662
H -0.2535 -1.5445 -1.5066
H 2.5915 -0.4834 -2.7863
H -1.8034 1.8942 -0.5899
O -3.5003 -0.1508 -0.2217
O 4.3396 -1.7887 0.3604
H 4.7536 -2.6339 0.4670
H -0.1616 -0.9108 1.6734
H -2.2174 1.5294 1.7288
C -0.3175 0.1827 -0.0048
O 1.7842 -2.6811 0.4016
O -2.1543 2.6410 -1.0561
H 2.0622 2.9562 -1.1021
O 0.3430 1.4526 3.1425
O -1.9084 -2.5849 0.0806
H 1.2600 -1.8819 0.3774
H 1.7628 -2.8639 1.3197
H -0.1519 1.1629 2.3812
H 3.3593 -1.9167 0.4277
H -3.5424 -0.2366 -2.9699
H -1.7210 -1.6979 -0.2740
H 0.9545 3.5376 1.6585
H -3.5731 -0.5142 0.6639
O 0.9460 -0.2264 -0.1024
H -0.3099 0.4377 -2.3593
H 3.4170 0.0320 1.4703
H 0.0641 2.7167 0.8617
O 2.2436 2.2592 -0.4775
H -3.3956 2.4203 1.7384
H -1.0071 -1.1721 2.8102
```

Output
ΔE to the lowest compared entry with this formula, charge and spin (kcal/mol): 28.2
Total charge: -2
E (eV): -38381.8697
Gap between HOMO and LUMO (eV): 9.4

Question: Look up the E of the fourth one.
Answer: -8864.8174 eV